The following is a DFT calculation (wB97M-V/def2-TZVPD) of 10 unconnected molecules or ions with the total composition C38H102N6O15 at a distorted geometry.

Each atom is followed by the atoms it is bonded to, with distances in Å.
Atoms and positions in Å:
1 O -3.672 6.596 6.037  C23 1.430, C46 1.402
2 O -2.613 -2.678 2.715  C26 1.431, C39 1.418
3 O 4.605 2.878 -1.097  C32 1.434, C49 1.409
4 O 1.845 -4.230 -0.286  C33 1.416, C35 1.410
5 O -3.407 1.763 3.695  C29 1.413, C40 1.421
6 O -2.132 -1.015 -1.358  C48 1.424, C51 1.419
7 O 4.065 0.761 4.695  C28 1.409, H82 0.957
8 O 1.552 6.337 -1.522  C24 1.408, C53 1.411
9 O -3.229 -4.863 -3.590  C45 1.406, C52 1.426
10 O 0.996 2.164 -3.771  C50 1.425, C59 1.414
11 O 2.440 0.110 -8.129  C34 1.407, C58 1.414
12 O -0.766 -8.115 -1.483  C30 1.404, C31 1.411
13 O 0.708 4.416 5.251  C27 1.416, H112 0.984
14 O 0.522 1.558 1.522  C44 1.415, H61 0.968
15 O 1.378 -2.340 4.152  C54 1.416, H76 0.964
16 N -0.754 -5.533 -0.253  C38 1.463, C56 1.443, H107 1.012
17 N 2.483 2.359 -6.343  C25 1.452, C47 1.462, H135 1.014
18 N -2.873 -1.950 -3.934  C36 1.461, C42 1.480, H79 1.018
19 N -3.421 -5.114 1.442  C57 1.473, H69 1.018, H131 1.022
20 N 2.146 3.821 -0.136  C41 1.459, C43 1.455, H130 1.015
21 N -2.057 4.549 4.582  C37 1.460, C55 1.474, H98 1.017
22 C -2.721 -6.348 3.413  C57 1.530, H64 1.093, H139 1.090, H147 1.092
23 C -3.660 7.627 7.027  O1 1.430, H93 1.086, H133 1.091, H143 1.094
24 C 1.433 6.189 -0.126  O8 1.408, C41 1.525, H63 1.101, H105 1.097
25 C 2.300 2.473 -7.779  N17 1.452, C58 1.512, H80 1.101, H140 1.095
26 C -1.820 -1.623 3.269  O2 1.431, H115 1.091, H151 1.090, H158 1.092
27 C 1.164 3.094 5.021  O13 1.416, H86 1.089, H108 1.098, H125 1.092
28 C 4.242 1.680 3.641  O7 1.409, H67 1.094, H73 1.090, H144 1.094
29 C -4.244 1.628 2.565  O5 1.413, H60 1.092, H89 1.099, H153 1.089
30 C -0.996 -9.413 -1.966  O12 1.404, H70 1.088, H71 1.097, H128 1.098
31 C -1.963 -7.427 -1.193  O12 1.411, C56 1.534, H74 1.098, H154 1.096
32 C 4.348 2.861 0.314  O3 1.434, C43 1.489, H78 1.099, H121 1.096
33 C 0.755 -3.731 0.467  O4 1.416, C38 1.497, H91 1.101, H94 1.099
34 C 3.104 -0.950 -8.774  O11 1.407, H77 1.095, H83 1.097, H120 1.090
35 C 3.115 -4.062 0.303  O4 1.410, H100 1.087, H118 1.097, H155 1.095
36 C -2.230 -0.660 -3.694  N18 1.461, C48 1.545, H99 1.090, H134 1.094
37 C -3.265 4.339 5.376  N21 1.460, C46 1.512, H88 1.097, H123 1.091
38 C -0.502 -4.091 -0.262  N16 1.463, C33 1.497, H62 1.104, H92 1.094
39 C -2.122 -3.934 3.155  O2 1.418, C57 1.525, H87 1.104, H160 1.099
40 C -2.156 2.363 3.389  O5 1.421, C55 1.538, H113 1.092, H137 1.090
41 C 1.083 4.749 0.230  N20 1.459, C24 1.525, H96 1.094, H148 1.089
42 C -1.913 -3.016 -4.303  N18 1.480, C52 1.510, H68 1.095, H116 1.093
43 C 3.384 3.954 0.618  N20 1.455, C32 1.489, H122 1.096, H142 1.097
44 C 1.103 0.410 2.110  O14 1.415, H95 1.092, H97 1.094, H119 1.098
45 C -4.006 -5.983 -3.938  O9 1.406, H117 1.099, H126 1.093, H157 1.092
46 C -3.356 5.320 6.523  O1 1.402, C37 1.512, H85 1.100, H159 1.099
47 C 1.803 3.427 -5.611  N17 1.462, C59 1.507, H102 1.100, H104 1.093
48 C -1.312 -0.612 -2.451  O6 1.424, C36 1.545, H65 1.097, H138 1.092
49 C 5.644 2.034 -1.538  O3 1.409, H75 1.087, H84 1.095, H149 1.098
50 C 1.035 1.927 -2.367  O10 1.425, H103 1.091, H136 1.089, H145 1.091
51 C -1.734 -0.498 -0.098  O6 1.419, H109 1.095, H124 1.099, H146 1.090
52 C -2.679 -4.239 -4.748  O9 1.426, C42 1.510, H72 1.092, H161 1.099
53 C 2.153 7.565 -1.872  O8 1.411, H111 1.098, H141 1.087, H150 1.091
54 C 2.661 -2.570 3.599  O15 1.416, H110 1.090, H129 1.097, H152 1.099
55 C -2.136 3.896 3.264  N21 1.474, C40 1.538, H66 1.093, H127 1.094
56 C -1.660 -5.928 -1.305  N16 1.443, C31 1.534, H90 1.093, H156 1.089
57 C -3.191 -4.989 2.892  N19 1.473, C22 1.530, C39 1.525, H101 1.090
58 C 3.014 1.349 -8.496  O11 1.414, C25 1.512, H81 1.098, H106 1.099
59 C 1.890 3.203 -4.123  O10 1.414, C47 1.507, H114 1.100, H132 1.098
60 H -5.019 0.927 2.884  C29 1.092
61 H 1.071 1.814 0.767  O14 0.968
62 H -0.315 -3.675 -1.266  C38 1.104
63 H 0.627 6.857 0.216  C24 1.101
64 H -3.518 -7.079 3.254  C22 1.093
65 H -0.527 -1.373 -2.529  C48 1.097
66 H -1.163 4.105 2.810  C55 1.093
67 H 3.323 2.145 3.272  C28 1.094
68 H -1.265 -3.255 -3.454  C42 1.095
69 H -3.782 -4.214 1.130  N19 1.018
70 H -0.080 -9.949 -2.206  C30 1.088
71 H -1.619 -9.414 -2.869  C30 1.097
72 H -3.498 -3.992 -5.427  C52 1.092
73 H 4.723 1.217 2.779  C28 1.090
74 H -2.723 -7.670 -1.946  C31 1.098
75 H 5.773 2.206 -2.603  C49 1.087
76 H 0.962 -3.205 4.243  O15 0.964
77 H 3.240 -0.774 -9.847  C34 1.095
78 H 3.934 1.871 0.555  C32 1.099
79 H -3.211 -2.281 -3.032  N18 1.018
80 H 1.230 2.509 -8.039  C25 1.101
81 H 3.015 1.584 -9.569  C58 1.098
82 H 4.262 1.157 5.544  O7 0.957
83 H 4.106 -1.165 -8.383  C34 1.097
84 H 6.553 2.243 -0.963  C49 1.095
85 H -2.407 5.343 7.079  C46 1.100
86 H 2.223 3.006 5.261  C27 1.089
87 H -1.931 -3.892 4.241  C39 1.104
88 H -4.222 4.388 4.841  C37 1.097
89 H -3.737 1.051 1.779  C29 1.099
90 H -1.275 -5.803 -2.320  C56 1.093
91 H 0.834 -2.634 0.518  C33 1.101
92 H -1.354 -3.501 0.087  C38 1.094
93 H -3.791 8.551 6.471  C23 1.086
94 H 0.830 -4.053 1.515  C33 1.099
95 H 2.180 0.243 2.057  C44 1.092
96 H 0.223 4.594 -0.428  C41 1.094
97 H 0.850 0.321 3.170  C44 1.094
98 H -1.923 5.545 4.425  N21 1.017
99 H -2.967 0.130 -3.560  C36 1.090
100 H 3.861 -4.236 -0.468  C35 1.087
101 H -4.161 -4.757 3.329  C57 1.090
102 H 0.753 3.466 -5.940  C47 1.100
103 H 2.068 1.886 -2.020  C50 1.091
104 H 2.203 4.418 -5.838  C47 1.093
105 H 2.318 6.531 0.425  C24 1.097
106 H 4.060 1.327 -8.161  C58 1.099
107 H 0.167 -5.952 -0.267  N16 1.012
108 H 1.091 2.934 3.937  C27 1.098
109 H -1.723 0.596 -0.052  C51 1.095
110 H 3.218 -1.649 3.775  C54 1.090
111 H 1.425 8.368 -1.692  C53 1.098
112 H -0.269 4.454 5.141  O13 0.984
113 H -1.756 1.948 2.462  C40 1.092
114 H 1.599 4.113 -3.577  C59 1.100
115 H -2.128 -0.725 2.732  C26 1.091
116 H -1.290 -2.699 -5.143  C42 1.093
117 H -3.355 -6.836 -4.175  C45 1.099
118 H 3.274 -4.809 1.090  C35 1.097
119 H 0.568 -0.452 1.689  C44 1.098
120 H 2.520 -1.862 -8.659  C34 1.090
121 H 5.365 2.950 0.715  C32 1.096
122 H 3.048 3.893 1.659  C43 1.096
123 H -3.190 3.337 5.802  C37 1.091
124 H -0.724 -0.875 0.115  C51 1.099
125 H 0.595 2.358 5.593  C27 1.092
126 H -4.716 -5.856 -4.760  C45 1.093
127 H -2.991 4.282 2.701  C55 1.094
128 H -1.530 -9.998 -1.207  C30 1.098
129 H 2.720 -2.895 2.553  C54 1.097
130 H 2.350 3.959 -1.120  N20 1.015
131 H -2.496 -5.183 1.013  N19 1.022
132 H 2.942 3.045 -3.852  C59 1.098
133 H -2.746 7.653 7.622  C23 1.091
134 H -1.633 -0.432 -4.582  C36 1.094
135 H 2.075 1.486 -6.027  N17 1.014
136 H 0.545 0.972 -2.187  C50 1.089
137 H -1.517 2.111 4.236  C40 1.090
138 H -0.869 0.384 -2.391  C48 1.092
139 H -2.494 -6.309 4.479  C22 1.090
140 H 2.708 3.404 -8.186  C25 1.095
141 H 2.357 7.591 -2.940  C53 1.087
142 H 3.883 4.925 0.506  C43 1.097
143 H -4.536 7.416 7.647  C23 1.094
144 H 4.877 2.504 3.979  C28 1.094
145 H 0.489 2.730 -1.868  C50 1.091
146 H -2.454 -0.895 0.618  C51 1.090
147 H -1.895 -6.740 2.816  C22 1.092
148 H 0.869 4.702 1.297  C41 1.089
149 H 5.328 0.991 -1.414  C49 1.098
150 H 3.050 7.773 -1.286  C53 1.091
151 H -0.753 -1.789 3.123  C26 1.090
152 H 3.177 -3.375 4.141  C54 1.099
153 H -4.653 2.550 2.154  C29 1.089
154 H -2.433 -7.686 -0.237  C31 1.096
155 H 3.186 -3.060 0.739  C35 1.095
156 H -2.610 -5.401 -1.231  C56 1.089
157 H -4.552 -6.279 -3.040  C45 1.092
158 H -2.076 -1.510 4.325  C26 1.092
159 H -4.049 4.912 7.272  C46 1.099
160 H -1.148 -4.161 2.699  C39 1.099
161 H -1.960 -4.911 -5.236  C52 1.099

Output
* molar mass: 883.26 g/mol
* charge: 0
* SMILES: COC[C@H](C)N.COCCNCCOC.COCCNCCOC.COCCNCCOC.COCCNCCOC.COCCNCCOC.CO.CO.CO.CO
* total energy: -2965.8215 Eh
* largest force on an atom: 2.19 eV/Å
* HOMO level: -8.53 eV
* LUMO energy: 0.5 eV
* gap between HOMO and LUMO: 9.02 eV
* 2S+1: 1

These are the Löwdin partial charges, in e, on atoms 1 to 2: -0.194, -0.193